(1)
Below is 12 unconnected molecules or ions with the total composition C32H50N10O16S2, with properties calculated with wB97M-V/def2-TZVPD.

```
110
C32H50N10O16S2 wB97M-V/def2-TZVPD
C -0.85 2.74 3.07
N -0.92 1.30 3.39
O -1.58 0.96 4.34
O -0.17 0.56 2.78
H -0.69 2.85 2.00
H 0.04 3.06 3.61
H -1.74 3.28 3.35
C -0.25 1.61 -4.48
N 1.12 1.67 -3.88
O 1.95 0.86 -4.22
O 1.33 2.58 -3.08
H -0.91 1.96 -3.70
H -0.38 0.55 -4.68
H -0.24 2.26 -5.35
C -0.42 -2.67 3.18
N 0.59 -3.11 2.19
O 0.48 -4.24 1.76
O 1.43 -2.29 1.85
H -0.62 -3.45 3.91
H -1.40 -2.37 2.80
H 0.03 -1.88 3.77
C 3.85 4.92 1.09
N 2.98 3.99 1.90
O 2.29 4.43 2.80
O 2.99 2.82 1.55
H 4.39 5.50 1.84
H 3.21 5.61 0.56
H 4.43 4.26 0.47
O 7.13 -0.36 3.60
S 6.12 -0.26 4.62
O 6.53 -0.03 5.95
O 4.96 0.82 4.17
C 3.98 0.20 3.36
C 4.09 -1.33 3.60
O 5.10 -1.53 4.56
H 3.02 0.61 3.65
H 4.19 0.43 2.31
H 4.25 -1.96 2.72
H 3.14 -1.61 4.05
O -2.02 1.31 -1.39
S -1.15 0.50 -0.56
O -1.71 -0.38 0.42
O -0.09 -0.34 -1.41
C 1.18 -0.44 -0.75
C 1.30 0.90 -0.04
O 0.01 1.45 0.06
H 1.43 -1.40 -0.30
H 1.85 -0.42 -1.62
H 2.02 1.52 -0.57
H 1.65 0.74 0.99
C -4.93 1.20 0.15
C -4.37 1.36 1.45
C -5.24 2.21 2.13
N -6.26 2.53 1.29
C -6.09 1.92 0.08
H -4.47 0.58 -0.60
H -3.50 0.87 1.84
H -5.13 2.59 3.13
H -6.95 3.24 1.43
H -6.95 1.99 -0.57
C 1.12 -3.51 -2.79
C 2.00 -4.31 -3.54
C 2.03 -3.80 -4.82
N 1.11 -2.77 -4.85
C 0.56 -2.55 -3.61
H 0.86 -3.63 -1.75
H 2.51 -5.23 -3.30
H 2.56 -4.01 -5.73
H 0.81 -2.31 -5.69
H -0.20 -1.81 -3.44
C 4.65 -2.06 -0.03
C 4.74 -1.28 -1.23
C 6.05 -0.89 -1.39
N 6.80 -1.50 -0.41
C 5.95 -2.25 0.37
H 3.72 -2.43 0.34
H 3.96 -1.02 -1.92
H 6.55 -0.25 -2.09
H 7.79 -1.49 -0.30
H 6.41 -2.88 1.12
C -3.09 -3.37 0.68
C -4.02 -2.84 1.61
C -4.25 -3.80 2.56
N -3.51 -4.91 2.25
C -2.77 -4.63 1.14
H -2.64 -2.88 -0.17
H -4.39 -1.83 1.61
H -4.81 -3.81 3.48
H -3.48 -5.78 2.75
H -2.01 -5.31 0.78
C -2.95 -1.59 -3.75
C -3.67 -0.44 -4.09
C -4.49 -0.70 -5.16
N -4.26 -2.01 -5.49
C -3.34 -2.57 -4.65
H -2.24 -1.76 -2.96
H -3.49 0.43 -3.46
H -5.17 -0.10 -5.73
H -4.69 -2.49 -6.25
H -3.12 -3.61 -4.81
C -2.32 5.97 1.02
C -1.11 5.48 0.47
C -1.37 4.31 -0.22
N -2.71 4.04 -0.01
C -3.25 4.99 0.79
H -2.48 6.86 1.60
H -0.16 5.99 0.52
H -0.81 3.63 -0.83
H -3.13 3.18 -0.32
H -4.26 4.86 1.15
```

***

(2)
97
Properties=species:S:1:pos:R:3 method="wB97M-V/def2-TZVPD" total_charge=-1
Sr -0.23 -0.10 -2.73
C -1.26 -4.83 1.62
C -1.64 -5.25 0.20
N -0.80 -4.68 -0.83
C -0.93 -3.43 -1.34
S 0.12 -3.05 -2.66
N -1.87 -2.71 -0.75
N -2.05 -1.45 -1.24
C -3.02 -0.81 -0.69
C -3.84 -1.42 0.41
C -3.29 0.58 -1.16
C -4.48 1.24 -0.86
C -4.65 2.54 -1.30
C -3.65 3.15 -2.04
C -2.51 2.41 -2.32
N -2.34 1.17 -1.88
H -1.92 -5.31 2.35
H -1.35 -3.75 1.72
H -0.23 -5.12 1.85
H -2.67 -4.96 0.00
H -1.57 -6.34 0.11
H -0.04 -5.22 -1.22
H -3.17 -1.83 1.16
H -4.43 -2.26 0.03
H -4.51 -0.69 0.88
H -5.26 0.76 -0.29
H -5.56 3.08 -1.07
H -3.75 4.16 -2.41
H -1.69 2.81 -2.91
C 3.47 -1.23 -2.26
N 3.64 -2.48 -1.55
C 3.72 -3.73 -2.29
C 3.64 -4.74 -1.15
N 2.79 -4.07 -0.17
C 2.99 -4.54 1.19
C 2.84 -2.68 -0.43
N 2.27 -1.71 0.15
C 1.35 -1.91 1.24
C 0.39 -0.72 1.32
N 1.07 0.54 1.43
C 1.00 1.32 2.42
N 1.58 2.58 2.41
C 1.86 3.20 1.12
C 0.99 3.40 3.44
C 0.58 2.36 4.47
N 0.33 1.17 3.66
C 0.39 -0.10 4.36
H 3.92 -0.41 -1.71
H 2.40 -0.99 -2.37
H 3.93 -1.32 -3.25
H 4.65 -3.80 -2.85
H 2.87 -3.85 -2.97
H 4.65 -4.91 -0.73
H 3.22 -5.70 -1.46
H 2.90 -5.62 1.20
H 2.25 -4.13 1.86
H 3.99 -4.28 1.57
H 1.88 -1.99 2.20
H 0.74 -2.82 1.11
H -0.36 -0.91 2.10
H -0.17 -0.71 0.38
H 2.08 2.44 0.39
H 2.71 3.88 1.22
H 0.99 3.78 0.77
H 0.11 3.94 3.06
H 1.70 4.13 3.84
H -0.30 2.65 5.04
H 1.40 2.17 5.18
H 0.72 0.06 5.38
H 1.10 -0.78 3.88
H -0.59 -0.60 4.39
C 3.38 1.71 -4.09
C 1.86 1.72 -4.01
S 1.24 2.32 -2.46
C 1.12 1.29 -5.07
C 1.79 0.81 -6.34
S -0.65 1.23 -5.17
H 3.80 1.99 -3.13
H 3.74 2.42 -4.84
H 3.78 0.73 -4.37
H 2.85 1.05 -6.38
H 1.30 1.27 -7.20
H 1.68 -0.27 -6.45
N -1.58 2.44 0.88
C -2.14 3.46 1.60
C -2.18 4.76 1.08
C -2.77 5.79 1.81
C -3.33 5.54 3.06
C -3.29 4.25 3.57
C -2.70 3.22 2.86
H -1.29 1.62 1.38
H -0.98 2.66 0.10
H -1.75 4.96 0.11
H -2.79 6.79 1.40
H -3.79 6.35 3.63
H -3.72 4.04 4.55
H -2.67 2.22 3.26

***

Respective HOMO-LUMO gap values: 8.1; 5.5 eV.
Respective HOMO energy values: -8.07; -3.15 eV.
Respective electronic energy values: -3796.6309; -3077.1312 Ha.